Below is the molecule H2IP, with properties calculated with the ωB97M-V functional and the def2-TZVPD basis.

orbital gap = 8.83 eV
lowest unoccupied orbital energy = -0.535 eV
charge = 0
SMILES = PI
E_HOMO = -9.364 eV

```
4
Properties=species:S:1:pos:R:3:forces:R:3
P -0.394 -0.870 0.004 -1.324 -0.166 -0.125
I -2.798 0.009 -0.008 1.001 -0.387 0.060
H -0.033 -0.031 -1.060 0.206 0.218 -0.040
H 0.038 -0.005 1.013 0.117 0.334 0.105
```
Forces are in eV/Å.

---

Below is a structure of composition H2KO, with properties calculated with the ωB97M-V functional and the def2-TZVPD basis.

orbital gap = 11.14 eV
lowest unoccupied orbital energy = -4.542 eV
charge = +1
E_HOMO = -15.684 eV

```
4
Properties=species:S:1:pos:R:3:forces:R:3
O -0.442 -0.479 0.610 1.042 0.863 0.094
H 0.473 -0.770 0.822 -0.984 0.187 0.056
H -0.565 0.350 1.125 0.071 -0.928 -0.305
K 0.534 0.898 -2.557 -0.130 -0.121 0.155
```
Forces are in eV/Å.

---

Below is a structure of composition H2MoO11P2S, with properties calculated with the ωB97M-V functional and the def2-TZVPD basis.

orbital gap = 8.62 eV
lowest unoccupied orbital energy = -11.521 eV
charge = +2
E_HOMO = -20.136 eV

```
17
Properties=species:S:1:pos:R:3:forces:R:3
Mo -0.415 -0.774 -0.108 -0.556 -0.095 0.127
O -1.766 -1.913 -0.295 0.003 0.447 -0.155
P -2.686 1.531 -0.309 0.123 -0.049 0.350
O -3.808 2.120 -0.973 0.334 -0.051 -0.053
O -1.428 0.898 -0.865 -0.529 -0.089 -0.052
O -2.671 1.401 1.233 0.170 -0.054 -0.045
P -1.667 0.861 2.451 -0.061 -0.193 -0.315
O -0.857 2.134 2.728 0.096 0.065 0.056
O -2.326 0.036 3.419 -0.043 0.027 -0.069
O -0.586 -0.029 1.517 -0.276 0.144 0.006
H -1.962 -2.823 -0.598 0.060 -0.083 0.160
H -0.757 2.435 3.652 0.019 -0.016 -0.030
O 0.209 -1.083 -2.466 0.163 -0.300 0.337
S 1.471 -0.504 -2.066 0.328 0.959 -1.015
O 2.735 -0.856 -2.533 -0.208 -0.010 -0.057
O 0.921 -1.720 -0.020 0.216 -0.251 0.529
O 1.225 0.576 -1.124 0.160 -0.450 0.225
```
Forces are in eV/Å.

---

Below is a cluster of 2 separate species, H2N2O2 in total, with properties calculated with the ωB97M-V functional and the def2-TZVPD basis.

orbital gap (spin up / spin down) = 4.44 / 4.44 eV
lowest unoccupied orbital energy (spin up / spin down) = 8.318 / 8.318 eV
charge = -2
E_HOMO (spin up / spin down) = 3.876 / 3.875 eV

```
6
Properties=species:S:1:pos:R:3:forces:R:3
N -0.854 -0.071 -0.644 -0.918 0.369 0.598
N -0.936 -0.317 0.612 0.073 0.686 1.276
O -0.889 1.221 -0.844 0.047 0.200 -0.236
O -1.200 -1.471 1.221 0.167 -0.388 -0.312
H 0.903 -0.433 -1.223 0.956 -0.388 -0.334
H -0.651 0.462 1.259 -0.324 -0.480 -0.991
```
Forces are in eV/Å.

---

Below is the molecule H2N2O2, with properties calculated with the ωB97M-V functional and the def2-TZVPD basis.

orbital gap = 10.56 eV
lowest unoccupied orbital energy = 0.697 eV
charge = 0
SMILES = [H]/N=N/OO
E_HOMO = -9.867 eV

```
6
Properties=species:S:1:pos:R:3:forces:R:3
N -1.577 0.478 -0.129 1.429 0.553 0.270
N -0.622 -0.247 -0.110 1.033 -0.001 -0.321
O 1.812 -0.080 -0.157 0.573 -0.871 -0.799
O 0.709 0.576 0.287 -2.915 0.557 0.471
H -2.404 -0.041 -0.441 0.131 -0.316 0.194
H 2.082 -0.686 0.550 -0.251 0.079 0.185
```
Forces are in eV/Å.

---

Below is a structure of composition H2N2O2S, with properties calculated with the ωB97M-V functional and the def2-TZVPD basis.

orbital gap = 9.59 eV
lowest unoccupied orbital energy = -0.379 eV
charge = 0
E_HOMO = -9.969 eV

```
7
Properties=species:S:1:pos:R:3:forces:R:3
N -0.899 -0.829 -0.215 -1.239 -1.914 -0.043
N 0.161 -0.411 -0.567 1.634 -3.440 1.021
O 1.358 -0.888 -2.848 0.885 -0.679 1.737
O 2.977 -0.440 -1.049 -0.145 -0.016 0.136
S 1.990 -1.336 -1.590 -0.485 0.371 -2.105
H -1.703 -0.225 -0.236 -0.458 1.448 0.218
H 0.432 0.489 -0.727 -0.191 4.230 -0.964
```
Forces are in eV/Å.

---

Below is the molecule H2N2O3, with properties calculated with the ωB97M-V functional and the def2-TZVPD basis.

orbital gap = 9.89 eV
lowest unoccupied orbital energy = -0.456 eV
charge = 0
SMILES = NO[N+](=O)[O-]
E_HOMO = -10.349 eV

```
7
Properties=species:S:1:pos:R:3:forces:R:3
N 1.246 0.415 -0.261 -0.187 -2.226 -1.105
N -1.160 -0.122 0.115 4.145 -3.402 -0.736
O -0.741 -1.328 0.168 -2.119 3.695 0.015
O -2.184 0.391 -0.103 -0.105 -0.299 0.642
O 0.013 0.872 0.053 -2.766 2.225 0.658
H 0.991 -0.549 -0.519 1.088 -0.047 -0.475
H 1.834 0.321 0.548 -0.055 0.053 1.001
```
Forces are in eV/Å.

---

Below is a cluster of 2 separate species, H2N2O3 in total, with properties calculated with the ωB97M-V functional and the def2-TZVPD basis.

orbital gap = 9.36 eV
lowest unoccupied orbital energy = -0.522 eV
charge = 0
SMILES = O=NN=O.O
E_HOMO = -9.877 eV

```
7
Properties=species:S:1:pos:R:3:forces:R:3
N -2.253 -0.125 2.440 0.166 0.347 0.406
N -1.758 0.484 3.289 -0.327 -0.288 -0.309
O -3.224 -0.689 2.044 -0.889 -0.804 -0.730
O -0.884 1.183 3.697 1.052 0.725 0.550
O -0.339 -0.100 0.007 2.593 -0.345 -2.222
H -0.042 -0.221 -0.986 -1.065 0.363 2.966
H 0.552 -0.082 0.465 -1.530 0.003 -0.661
```
Forces are in eV/Å.

---

Below is a cluster of 2 separate species, H2N2O3 in total, with properties calculated with the ωB97M-V functional and the def2-TZVPD basis.

orbital gap = 10.20 eV
lowest unoccupied orbital energy = 0.141 eV
charge = 0
SMILES = O=NN=O.O
E_HOMO = -10.059 eV

```
7
Properties=species:S:1:pos:R:3:forces:R:3
N -1.230 0.356 0.072 -0.241 -0.635 -0.256
N -1.392 -0.709 -0.297 0.267 1.636 0.379
O -1.040 1.558 0.033 0.001 -0.140 -0.032
O -1.572 -1.890 -0.214 -0.117 -0.854 -0.081
O 1.457 -0.038 0.056 0.351 1.880 1.357
H 2.354 -0.057 -0.322 -0.533 0.144 0.345
H 1.423 0.780 0.673 0.272 -2.031 -1.711
```
Forces are in eV/Å.

---

Below is the molecule H2N2O3S, with properties calculated with the ωB97M-V functional and the def2-TZVPD basis.

orbital gap = 9.90 eV
lowest unoccupied orbital energy = -0.028 eV
charge = 0
E_HOMO = -9.930 eV

```
8
Properties=species:S:1:pos:R:3:forces:R:3
N 0.027 0.267 0.120 0.179 0.173 1.042
N -3.069 -0.262 0.023 -1.352 -1.394 -0.479
O -4.029 -0.561 -0.679 1.323 0.301 1.286
O -2.450 0.846 -0.431 1.235 1.703 0.010
O -2.627 -0.860 0.981 -0.171 0.505 -0.530
S -1.028 1.474 0.489 -1.052 -1.484 -0.710
H 0.898 0.581 -0.364 -1.217 -1.102 0.713
H -0.074 -0.548 0.787 1.055 1.299 -1.333
```
Forces are in eV/Å.

---

Below is a cluster of 2 separate species, H2N2O3Si in total, with properties calculated with the ωB97M-V functional and the def2-TZVPD basis.

orbital gap (spin up / spin down) = 8.14 / 7.58 eV
lowest unoccupied orbital energy (spin up / spin down) = -1.417 / -0.763 eV
charge = 0
E_HOMO (spin up / spin down) = -9.557 / -8.347 eV

```
8
Properties=species:S:1:pos:R:3:forces:R:3
N -2.568 1.787 0.200 -1.432 -0.721 -2.311
N 1.522 1.362 -0.278 0.851 0.181 -0.162
O -3.263 1.546 -0.707 1.636 0.620 2.224
O 1.988 1.362 -1.413 0.057 0.174 0.135
O 1.999 1.955 0.681 0.071 0.097 -0.127
Si 0.015 0.448 -0.026 -1.177 0.809 0.103
H -0.189 -0.378 -1.197 -0.046 -0.594 0.033
H -0.130 0.245 1.406 0.040 -0.567 0.105
```
Forces are in eV/Å.

---

Below is the ion H2N2O4S with charge -2, with properties calculated with the ωB97M-V functional and the def2-TZVPD basis.

orbital gap = 5.52 eV
lowest unoccupied orbital energy = 6.974 eV
charge = -2
SMILES = O=S(=O)([O-])NN[O-]
E_HOMO = 1.452 eV

```
9
Properties=species:S:1:pos:R:3:forces:R:3
N -1.418 -0.648 -0.529 1.709 -0.555 1.300
N -0.285 0.447 -0.645 -1.077 -3.490 -2.026
O -2.426 -0.088 0.233 0.266 -0.376 -0.135
O 0.995 0.407 1.612 -0.315 -0.073 -1.260
O 1.619 -1.201 -0.112 -1.260 -0.578 0.023
O 1.950 1.099 -0.593 0.253 0.488 1.056
S 1.093 0.144 0.147 3.711 1.116 0.455
H -0.795 -1.322 0.081 -1.808 0.907 -0.892
H -0.733 1.161 -0.196 -1.480 2.563 1.479
```
Forces are in eV/Å.

---

Short version: ΔE to the lowest compared entry with this formula, charge and spin = 0.0; 40.5; 84.1; 489.0; 324.8; 52.4; 125.0; 95.8; 76.0; 235.4; 262.8; 130.4 kJ/mol, in the order given.
Short version: energy = -640.2349; -676.1683; -1977.3738; -260.8385; -261.0015; -659.2839; -336.2175; -336.2286; -336.2361; -734.4518; -625.6814; -809.7169 Eh, in the order given.
Short version: strongest force on any atom = 1.3; 1.4; 1.4; 1.5; 3.0; 4.3; 5.4; 3.4; 2.7; 2.1; 2.8; 4.2 eV/Å, in the order given.